Entry 1:
Formula: C17H27Cl2HfN5S3
Source: OMol25
Level of theory: the ωB97M-V functional and the def2-TZVPD basis

XYZ file:
```
55
Properties=species:S:1:pos:R:3:forces:R:3:nbo_charge:R:1
Hf 0.28998 0.46139 0.95725 -1.2285 -0.1820 -0.1654 1.851
C -1.35459 -2.12641 -1.34358 -0.3112 0.8319 0.6506 -0.422
C -1.56502 -2.47457 0.13124 -0.2955 0.3630 0.4209 -0.217
N -1.69427 -1.21932 0.93644 -0.1628 0.1187 -1.0356 -0.660
C -3.06384 -0.62767 0.76500 1.0081 -0.8656 -0.1429 -0.248
C -3.14333 0.57455 -0.09905 -0.3402 3.1318 0.1382 -0.227
N -2.08019 1.57495 0.29618 -0.7181 -2.2985 0.1871 -0.699
C -2.31199 2.87450 -0.23541 -0.8493 1.1490 -1.5716 -0.214
C -1.29733 3.81033 0.32096 2.1192 -0.3751 -0.7262 -0.420
C 0.12846 3.73715 -0.34385 -1.4352 0.4545 1.1803 -0.213
N 0.62453 2.33700 -0.56711 0.2518 0.8514 -0.9995 -0.686
C 0.73613 2.03888 -2.03612 -2.9165 0.2207 0.6042 -0.222
C 0.04290 0.70789 -2.39199 -0.6660 0.8615 0.0780 -0.223
N 0.35682 -0.24686 -1.34214 1.3340 -1.0085 -0.5773 -0.693
C 0.05145 -1.66260 -1.68277 0.2802 -0.6393 -0.0804 -0.222
H -2.08117 -1.31112 -1.56495 0.4222 -0.5755 -0.1768 0.200
H -1.64423 -2.97639 -1.94523 0.0892 -0.2457 -0.2465 0.228
H -0.74763 -3.03783 0.59240 -0.0705 -0.1203 -0.3826 0.234
H -2.51818 -3.05467 0.19156 0.6791 0.2385 0.2520 0.183
H -1.62232 -1.39799 1.92918 0.2324 -0.5488 0.0926 0.413
H -3.27472 -0.36407 1.76713 -0.9602 0.6155 0.9577 0.226
H -3.77095 -1.38758 0.42975 -0.0265 -0.0621 0.0782 0.205
H -4.14145 1.10576 0.01762 0.7464 -0.7927 0.2614 0.197
H -3.09596 0.49005 -1.17192 0.3469 -0.7396 -0.4729 0.193
H -2.16683 1.65574 1.31134 0.1165 0.0468 0.1547 0.420
H -3.30026 3.30402 0.12791 0.5836 -0.7231 -0.9318 0.190
H -2.23131 2.85945 -1.38893 -0.5399 -0.0106 1.5913 0.182
H -1.19996 3.58309 1.36975 0.1173 0.2104 0.6128 0.232
H -1.62138 4.81255 0.18471 -0.3425 0.9975 0.1353 0.220
H 0.81953 4.23378 0.36273 -0.2921 -0.2213 -0.4584 0.236
H 0.08692 4.33199 -1.28257 0.2537 -0.5796 0.4308 0.188
H 1.57260 2.48132 -0.30603 1.1752 -0.2861 0.4704 0.405
H 1.74566 1.94852 -2.27427 1.7984 -0.0391 -0.5639 0.206
H 0.27785 2.91512 -2.55543 0.4962 -1.0027 -0.0804 0.207
H 0.42536 0.44096 -3.39333 -0.3798 -0.3301 0.2950 0.200
H -1.06497 0.77486 -2.38330 0.5551 0.3177 -0.4246 0.195
H 1.38697 -0.34290 -1.31553 -0.3671 0.6586 0.3458 0.429
H 0.81144 -2.28001 -1.14765 -0.6552 0.3649 -0.2274 0.234
H 0.24449 -1.82688 -2.75283 -0.0697 0.1540 0.0962 0.193
S 0.01371 3.02087 5.03989 0.1991 -0.0559 -0.2245 -0.051
C 0.15270 2.12985 3.67531 -1.0525 -0.1115 0.4869 -0.491
S -1.01890 0.89671 3.22458 -0.2985 -0.6544 0.1593 -0.337
S 1.32891 2.24706 2.45937 1.4684 0.6810 -0.5028 -0.216
Cl 1.11984 -3.29881 2.74601 0.7599 0.5890 -1.0422 -0.033
C 2.40845 -3.06889 1.49860 -0.2412 -0.2661 0.2080 -0.020
C 3.24490 -4.14577 1.32287 1.4010 0.3070 -0.7218 -0.226
C 4.31909 -4.07370 0.36170 -1.6665 -0.1153 1.0537 -0.245
C 4.50563 -2.89653 -0.33101 -0.3471 -0.7211 0.6918 -0.226
C 3.70456 -1.81586 -0.04878 -0.5512 0.6212 -0.4586 -0.071
Cl 4.04564 -0.30053 -0.85968 -0.0275 0.0442 -0.1968 -0.031
C 2.56095 -1.84654 0.76613 -0.8756 0.5619 1.2995 0.112
N 1.70840 -0.79451 0.92767 0.4640 -0.7554 0.1330 -1.136
H 3.12442 -4.97208 2.01181 0.0448 -0.2478 -0.3705 0.229
H 4.92596 -4.93087 0.12645 0.0868 -0.1705 0.1977 0.217
H 5.24655 -2.86739 -1.08805 0.6573 0.3536 -0.4823 0.225
```
Positions in Å, forces in eV/Å.

* frontier orbital gap: 7.28 eV
* charge: 0
* lowest unoccupied orbital energy: 0.1 eV
* E: -84377.5721 eV

***

Entry 2:
Formula: C6H10N6
Source: OMol25
Level of theory: the ωB97M-V functional and the def2-TZVPD basis

XYZ file:
```
22
Properties=species:S:1:pos:R:3:forces:R:3:nbo_charge:R:1
C 0.78543 -0.34451 -1.55011 -0.4123 -1.2110 -0.0469 -0.100
C -1.23731 1.05293 -1.17031 2.1859 1.2755 -0.2231 -0.179
C 1.28066 0.04253 -0.21002 1.9841 0.3672 1.0442 -0.257
C -0.94878 1.07902 0.13103 -2.3044 0.0663 1.1280 -0.217
C -0.08029 0.80066 -2.14374 -0.4875 -2.1784 -1.3193 -0.443
C 0.30916 0.49232 0.61881 1.7480 1.9741 0.1470 0.165
N -0.44858 -2.50974 -1.92726 0.3924 0.0064 -0.2078 -0.547
N 0.75919 0.56112 1.96543 -1.0105 0.5498 1.5871 -0.256
N -0.08727 -1.55560 -1.14525 -2.3457 -1.0724 0.8458 0.151
N -0.11914 0.78131 2.84476 1.6261 -0.5054 -0.4187 0.013
N 0.38669 0.92900 4.13421 0.8387 -0.0198 -1.0650 -0.635
N -0.61096 -1.44099 0.00627 -1.0998 -2.2886 0.4875 -0.498
H 1.39603 -0.81591 -2.33889 0.4659 0.6895 0.6682 0.228
H -2.19163 1.33079 -1.52397 -0.7963 0.3929 -0.4405 0.215
H 2.22178 -0.37773 0.32246 -1.7103 0.6880 -1.3366 0.246
H -1.79624 1.38664 0.86039 1.8153 -0.7638 -1.0907 0.243
H 0.72694 1.54763 -2.19989 -0.8435 0.5721 -0.0391 0.242
H -0.40779 0.51942 -3.23890 0.4655 0.6134 2.2027 0.225
H 0.17540 -2.51759 -2.71698 0.2599 0.2426 -0.6228 0.304
H 1.42539 0.80305 4.32923 -1.8328 -0.1931 -0.8025 0.369
H -0.26034 0.46869 4.74915 0.0900 0.1060 0.4114 0.376
H -1.27835 -2.23305 0.20358 0.9714 0.6886 -0.9091 0.356
```
Positions in Å, forces in eV/Å.

* frontier orbital gap: 8.36 eV
* charge: 0
* lowest unoccupied orbital energy: 0.4 eV
* E: -15317.9658 eV